(1)
Here is a structure of composition C43H36N2ORuS2Se from OMol25. Energies are from ωB97M-V/def2-TZVPD.

2S+1: 6
highest occupied orbital energy (alpha / beta): -9.18 / -10.29 eV
net charge: +1
electronic energy: -5137.3348 hartree

Cartesian coordinates (Å):
Ru  -0.46  0.15  -0.37
S  -4.97  -0.90  3.58
C  -6.03  -1.73  4.64
C  -5.35  -2.54  5.49
C  -3.95  -2.49  5.29
C  -3.57  -1.64  4.29
C  -2.22  -1.36  3.80
C  -2.03  -0.67  2.59
N  -0.87  -0.46  2.02
C  0.24  -0.90  2.66
C  0.17  -1.51  3.92
C  1.39  -1.86  4.60
C  2.59  -1.59  4.06
C  2.69  -0.98  2.76
C  3.92  -0.65  2.18
C  3.97  -0.03  0.95
C  2.74  0.18  0.29
N  1.57  -0.13  0.81
C  1.52  -0.67  2.05
C  5.23  0.41  0.34
C  5.40  1.09  -0.83
C  6.77  1.36  -1.12
C  7.60  0.87  -0.16
S  6.75  0.10  1.10
C  -1.09  -1.75  4.48
H  -7.09  -1.56  4.56
H  -5.84  -3.16  6.23
H  -3.25  -3.07  5.88
H  -2.90  -0.28  2.07
H  1.31  -2.32  5.58
H  3.50  -1.84  4.58
H  4.83  -0.87  2.72
H  2.72  0.63  -0.69
H  4.59  1.41  -1.47
H  7.10  1.88  -2.00
H  8.68  0.93  -0.13
H  -1.16  -2.22  5.45
C  -7.09  2.23  -0.16
C  -6.78  0.99  -0.69
C  -5.47  0.56  -0.73
C  -4.45  1.37  -0.22
C  -4.76  2.63  0.28
C  -6.08  3.06  0.32
C  -3.08  0.85  -0.07
C  -2.60  -0.33  -0.43
C  -2.48  -1.72  -0.52
C  -3.19  -2.60  0.34
C  -2.88  -3.95  0.36
C  -1.88  -4.48  -0.44
C  -1.22  -3.65  -1.34
C  -1.52  -2.30  -1.40
H  -8.12  2.56  -0.12
H  -7.57  0.35  -1.07
H  -5.21  -0.41  -1.15
H  -3.97  3.27  0.65
H  -6.32  4.03  0.73
H  -2.40  1.55  0.44
H  -3.97  -2.20  0.97
H  -3.45  -4.61  1.02
H  -1.63  -5.53  -0.40
H  -0.48  -4.06  -2.01
H  -1.08  -1.68  -2.18
O  -2.50  1.21  -3.22
H  -2.90  0.69  -3.92
H  -2.68  2.13  -3.42
C  5.93  2.54  -4.80
C  4.65  2.17  -4.09
C  3.86  3.13  -3.47
C  2.64  2.82  -2.89
C  1.80  3.90  -2.25
C  2.20  1.49  -2.93
Se  0.39  1.11  -2.38
C  2.99  0.49  -3.50
C  2.58  -0.96  -3.54
C  4.21  0.85  -4.07
H  6.16  3.59  -4.66
H  5.84  2.35  -5.87
H  6.77  1.95  -4.43
H  4.20  4.16  -3.46
H  2.32  4.86  -2.25
H  1.55  3.64  -1.22
H  0.86  4.02  -2.80
H  1.73  -1.16  -2.90
H  3.41  -1.60  -3.22
H  2.31  -1.25  -4.56
H  4.81  0.08  -4.53

=====

(2)
Here is a structure of composition C43H37ClN6O4ReS at a distorted geometry from OMol25. Energies are from ωB97M-V/def2-TZVPD.

2S+1: 4
highest occupied orbital energy (alpha / beta): -5.85 / -7.13 eV
ΔE to the lowest compared entry with this formula, charge and spin: 0.0 kJ/mol
net charge: 0
electronic energy: -3226.8142 hartree

Cartesian coordinates (Å):
Re  0.59  -1.34  0.78
C  -2.07  -0.05  -6.37
C  -1.16  -0.78  -5.36
C  -0.64  -0.01  -4.28
C  0.07  -0.62  -3.31
C  0.28  -1.99  -3.38
C  -0.16  -2.74  -4.44
C  -0.92  -2.15  -5.45
S  1.21  -2.82  -2.13
O  1.43  -4.22  -2.45
O  2.28  -1.86  -1.94
N  0.28  -2.74  -0.80
C  -0.84  -3.52  -0.62
C  -1.41  -4.38  -1.54
C  -2.58  -5.12  -1.18
C  -3.16  -5.01  0.04
C  -2.54  -4.22  1.05
C  -3.02  -4.10  2.37
C  -2.37  -3.30  3.22
C  -1.27  -2.53  2.76
N  -0.91  -2.54  1.57
C  -1.45  -3.42  0.68
H  -1.66  0.93  -6.62
H  -3.04  0.08  -6.05
H  -2.07  -0.64  -7.28
H  -0.73  1.02  -4.29
H  0.29  -0.11  -2.42
H  0.10  -3.83  -4.50
H  -1.23  -2.68  -6.35
H  -0.96  -4.61  -2.50
H  -3.03  -5.90  -1.84
H  -3.98  -5.69  0.20
H  -3.88  -4.70  2.70
H  -2.70  -3.24  4.26
H  -0.87  -1.76  3.37
Cl  2.94  -1.87  8.89
C  2.46  -1.31  7.31
C  2.22  -2.21  6.31
C  1.94  -1.71  5.08
C  1.89  -0.33  4.84
C  2.12  0.61  5.87
C  2.37  0.05  7.14
C  1.49  0.06  3.39
O  1.50  1.18  2.95
O  1.25  -1.01  2.63
H  2.22  -3.26  6.53
H  1.62  -2.34  4.20
H  2.04  1.64  5.62
H  2.50  0.64  8.00
C  5.41  2.67  1.99
C  5.82  2.69  0.49
C  5.12  3.98  0.00
C  5.48  1.43  -0.21
N  4.04  1.03  -0.13
C  3.45  -0.05  0.40
N  2.18  -0.02  0.18
N  1.99  1.04  -0.63
N  3.08  1.67  -0.79
H  5.74  3.58  2.43
H  5.85  1.89  2.57
H  4.35  2.48  2.04
H  6.92  2.87  0.34
H  4.02  3.86  0.22
H  5.30  4.14  -1.10
H  5.54  4.89  0.46
H  6.11  0.65  0.20
H  5.84  1.48  -1.28
H  4.04  -0.79  0.91
C  -0.68  0.04  0.28
C  -1.50  0.92  -0.08
C  -2.48  1.83  -0.57
C  -3.12  1.36  -1.77
C  -3.48  2.22  -2.84
C  -4.07  1.73  -4.03
C  -4.30  0.36  -4.13
C  -3.91  -0.52  -3.12
C  -3.23  -0.05  -1.99
C  -2.64  3.12  0.03
C  -3.78  3.97  -0.05
C  -3.93  5.12  0.67
C  -2.90  5.55  1.54
C  -1.77  4.76  1.64
C  -1.60  3.60  0.85
H  -3.22  3.27  -2.74
H  -4.41  2.45  -4.76
H  -4.79  -0.08  -4.99
H  -3.98  -1.58  -3.09
H  -2.84  -0.75  -1.28
H  -4.66  3.54  -0.50
H  -4.89  5.56  0.79
H  -2.95  6.46  2.10
H  -0.94  5.07  2.31
H  -0.66  3.02  0.98

=====

(3)
Here is a structure of composition C43H37GaOP2Se at a distorted geometry from OMol25. Energies are from ωB97M-V/def2-TZVPD.

2S+1: 1
highest occupied orbital energy: -13.35 eV
net charge: +2
electronic energy: -6744.4144 hartree

Cartesian coordinates (Å):
Ga  -0.49  -0.36  -0.22
P  1.44  -1.84  0.32
C  -1.38  -0.58  1.65
O  -1.79  -0.47  2.72
P  -1.22  1.96  -0.62
C  0.85  -3.17  1.45
C  2.95  -1.30  1.22
C  2.10  -2.73  -1.14
C  -2.07  2.13  -2.24
C  -2.57  2.36  0.55
C  -0.10  3.40  -0.60
C  0.70  -4.51  1.04
C  0.17  -5.44  1.93
C  -0.20  -5.06  3.23
C  -0.01  -3.74  3.64
C  0.53  -2.80  2.76
H  1.04  -4.82  0.05
H  0.06  -6.48  1.62
H  -0.62  -5.79  3.92
H  -0.28  -3.43  4.66
H  0.73  -1.78  3.11
C  1.18  -3.16  -2.11
C  1.60  -3.88  -3.23
C  2.96  -4.17  -3.40
C  3.89  -3.72  -2.45
C  3.47  -3.00  -1.33
H  0.11  -2.93  -1.99
H  0.87  -4.21  -3.96
H  3.29  -4.74  -4.27
H  4.95  -3.95  -2.58
H  4.20  -2.65  -0.60
C  3.66  -2.18  2.04
C  4.83  -1.76  2.69
C  5.30  -0.45  2.50
C  4.58  0.43  1.68
C  3.41  0.01  1.04
H  3.31  -3.21  2.20
H  5.37  -2.45  3.33
H  6.21  -0.12  2.99
H  4.94  1.45  1.54
H  2.86  0.70  0.40
C  -2.57  3.53  1.34
C  -3.63  3.76  2.21
C  -4.70  2.86  2.29
C  -4.69  1.69  1.52
C  -3.61  1.43  0.68
H  -1.75  4.23  1.26
H  -3.63  4.66  2.83
H  -5.54  3.07  2.95
H  -5.52  0.98  1.59
H  -3.56  0.49  0.12
C  -1.46  1.50  -3.34
C  -2.14  1.38  -4.55
C  -3.40  1.96  -4.71
C  -3.95  2.71  -3.66
C  -3.29  2.79  -2.42
H  -0.46  1.08  -3.24
H  -1.67  0.80  -5.35
H  -3.95  1.82  -5.64
H  -4.90  3.23  -3.79
H  -3.76  3.34  -1.60
C  -0.26  4.47  -1.50
C  0.56  5.60  -1.39
C  1.55  5.66  -0.41
C  1.74  4.58  0.46
C  0.93  3.45  0.36
H  -1.02  4.43  -2.27
H  0.40  6.44  -2.07
H  2.18  6.55  -0.32
H  2.52  4.62  1.22
H  1.07  2.61  1.05
H  1.25  -0.26  -4.10
H  1.72  0.20  -3.73
Se  -2.15  -1.51  -1.70
C  -3.34  -2.38  -0.43
C  -2.83  -3.26  0.52
C  -3.69  -3.98  1.36
C  -5.06  -3.71  1.32
C  -5.57  -2.73  0.47
C  -4.73  -2.09  -0.45
H  -1.74  -3.36  0.60
H  -3.28  -4.72  2.05
H  -5.73  -4.26  1.99
H  -6.63  -2.46  0.51
H  -5.10  -1.35  -1.16